The following is a quantum chemistry calculation of C5H8N2S in the gas phase, from the OMol25 dataset.

Each atom is followed by the atoms it is bonded to, with distances in Å.
Positions of all 16 atoms, in Å:
1 C -0.510 0.791 -1.827  C2 1.480, H6 1.129, H7 1.093, H8 1.086
2 C -0.186 -0.276 -0.854  C1 1.480, C3 1.337, N14 1.445
3 C 0.179 -1.501 -1.247  C2 1.337, H9 1.088, H10 1.071
4 C -0.639 1.237 1.002  H11 1.096, N14 1.343, S16 1.639
5 C 1.054 -0.787 2.232  H12 1.097, H13 1.098, N15 1.262
6 H 0.211 1.645 -1.668  C1 1.129
7 H -1.541 1.156 -1.801  C1 1.093
8 H -0.380 0.439 -2.846  C1 1.086
9 H 0.404 -2.331 -0.582  C3 1.088
10 H 0.297 -1.648 -2.302  C3 1.071
11 H -1.018 1.908 0.222  C4 1.096
12 H 1.504 0.206 2.347  C5 1.097
13 H 1.466 -1.598 2.847  C5 1.098
14 N -0.224 0.040 0.555  C2 1.445, C4 1.343, N15 1.421
15 N 0.163 -1.051 1.378  C5 1.262, N14 1.421
16 S -0.781 1.769 2.545  C4 1.639

ΔE to the lowest compared entry with this formula, charge and spin = 255.9 kJ/mol
SMILES = C=NN(C=S)C(=C)C
Multiplicity = 1
Total charge = 0

---

The following is a quantum chemistry calculation of 5 unconnected molecules or ions with the total composition C27H64O19P4, from the OMol25 dataset.

Each atom is followed by the atoms it is bonded to, with distances in Å.
Positions of all 114 atoms, in Å:
1 C -0.074 2.341 1.566  C2 1.478, O6 1.394, H7 1.090, H8 1.090
2 C -0.934 1.141 1.494  C1 1.478, O3 1.357, H9 1.090, H10 1.090
3 O -0.980 0.799 0.181  C2 1.357, C4 1.337
4 C -0.322 1.703 -0.551  O3 1.337, O5 1.213, O6 1.340
5 O -0.203 1.620 -1.756  C4 1.213
6 O 0.095 2.709 0.231  C1 1.394, C4 1.340
7 H 0.925 2.252 1.992  C1 1.090
8 H -0.547 3.170 2.092  C1 1.090
9 H -1.894 1.573 1.777  C2 1.090
10 H -0.437 0.474 2.198  C2 1.090
11 C 0.877 -0.189 5.493  C12 1.593, H22 1.090, H23 1.090, H24 1.090
12 C 0.564 0.262 6.989  C11 1.593, O13 1.458, H25 1.090, H26 1.090
13 O -0.526 -0.581 7.466  C12 1.458, P14 1.600
14 P -0.529 -1.305 8.893  O13 1.600, O15 1.465, O16 1.626, O19 1.629
15 O -1.818 -1.613 9.518  P14 1.465
16 O 0.501 -2.548 8.702  P14 1.626, C17 1.401
17 C -0.030 -3.710 8.129  O16 1.401, C18 1.551, H27 1.090, H28 1.090
18 C 0.288 -4.833 9.151  C17 1.551, H29 1.090, H30 1.090, H31 1.090
19 O 0.458 -0.222 9.604  P14 1.629, C20 1.344
20 C -0.117 0.628 10.473  O19 1.344, C21 1.520, H32 1.090, H33 1.090
21 C 0.747 0.588 11.723  C20 1.520, H34 1.090, H35 1.090, H36 1.090
22 H -0.039 -0.104 4.908  C11 1.090
23 H 1.581 0.553 5.118  C11 1.090
24 H 1.268 -1.204 5.413  C11 1.090
25 H 1.494 0.133 7.541  C12 1.090
26 H 0.246 1.303 6.926  C12 1.090
27 H -1.097 -3.751 7.911  C17 1.090
28 H 0.408 -3.989 7.171  C17 1.090
29 H 0.166 -4.617 10.213  C18 1.090
30 H -0.426 -5.642 8.994  C18 1.090
31 H 1.236 -5.345 8.990  C18 1.090
32 H -0.082 1.503 9.824  C20 1.090
33 H -1.179 0.623 10.718  C20 1.090
34 H 1.786 0.633 11.396  C21 1.090
35 H 0.498 1.360 12.451  C21 1.090
36 H 0.648 -0.414 12.142  C21 1.090
37 C -3.905 -0.047 -2.165  C38 1.455, H48 1.090, H49 1.090, H50 1.090
38 C -5.072 -0.122 -3.030  C37 1.455, O39 1.396, H51 1.090, H52 1.090
39 O -5.427 1.166 -3.437  C38 1.396, P40 1.629
40 P -4.555 1.828 -4.643  O39 1.629, O41 1.492, O42 1.616, O45 1.714
41 O -3.848 0.873 -5.546  P40 1.492
42 O -5.667 2.752 -5.367  P40 1.616, C43 1.403
43 C -6.421 2.228 -6.427  O42 1.403, C44 1.595, H53 1.090, H54 1.090
44 C -7.704 1.400 -5.968  C43 1.595, H55 1.090, H56 1.090, H57 1.090
45 O -3.579 2.963 -3.808  P40 1.714, C46 1.392
46 C -2.266 3.250 -4.171  O45 1.392, C47 1.619, H58 1.090, H59 1.090
47 C -1.769 4.791 -4.183  C46 1.619, H60 1.090, H61 1.090, H62 1.090
48 H -4.086 0.308 -1.150  C37 1.090
49 H -3.468 -1.036 -2.022  C37 1.090
50 H -3.086 0.584 -2.509  C37 1.090
51 H -4.875 -0.751 -3.898  C38 1.090
52 H -5.941 -0.450 -2.460  C38 1.090
53 H -6.766 3.073 -7.023  C43 1.090
54 H -5.876 1.697 -7.208  C43 1.090
55 H -7.437 0.872 -5.053  C44 1.090
56 H -8.547 2.083 -5.864  C44 1.090
57 H -7.996 0.685 -6.737  C44 1.090
58 H -1.614 2.543 -3.659  C46 1.090
59 H -2.119 2.845 -5.172  C46 1.090
60 H -1.850 4.999 -3.116  C47 1.090
61 H -0.718 5.022 -4.357  C47 1.090
62 H -2.416 5.505 -4.692  C47 1.090
63 C 2.584 1.744 -3.114  C64 1.510, H74 1.090, H75 1.090, H76 1.090
64 C 2.207 1.400 -4.534  C63 1.510, O65 1.428, H77 1.090, H78 1.090
65 O 3.166 2.160 -5.271  C64 1.428, P66 1.621
66 P 2.767 2.737 -6.733  O65 1.621, O67 1.490, O68 1.614, O71 1.747
67 O 3.963 3.194 -7.495  P66 1.490
68 O 2.014 1.477 -7.404  P66 1.614, C69 1.439
69 C 2.591 0.866 -8.572  O68 1.439, C70 1.490, H79 1.090, H80 1.090
70 C 2.937 -0.543 -8.235  C69 1.490, H81 1.090, H82 1.090, H83 1.090
71 O 1.394 3.807 -6.592  P66 1.747, C72 1.428
72 C 1.187 4.605 -7.758  O71 1.428, C73 1.479, H84 1.090, H85 1.090
73 C 0.094 5.558 -7.464  C72 1.479, H86 1.090, H87 1.090, H88 1.090
74 H 2.320 2.777 -2.887  C63 1.090
75 H 2.007 1.127 -2.425  C63 1.090
76 H 3.640 1.477 -3.073  C63 1.090
77 H 2.331 0.318 -4.592  C64 1.090
78 H 1.186 1.690 -4.782  C64 1.090
79 H 1.828 1.036 -9.331  C69 1.090
80 H 3.414 1.339 -9.108  C69 1.090
81 H 2.129 -1.270 -8.156  C70 1.090
82 H 3.678 -1.027 -8.872  C70 1.090
83 H 3.423 -0.579 -7.260  C70 1.090
84 H 2.006 5.271 -8.029  C72 1.090
85 H 1.006 3.890 -8.560  C72 1.090
86 H 0.180 6.475 -8.048  C73 1.090
87 H -0.867 5.159 -7.789  C73 1.090
88 H 0.012 5.918 -6.439  C73 1.090
89 C 1.407 -1.625 -0.447  C90 1.532, H100 1.090, H101 1.090, H102 1.090
90 C 2.770 -1.883 0.204  C89 1.532, O91 1.438, H103 1.090, H104 1.090
91 O 2.894 -3.003 1.097  C90 1.438, P92 1.629
92 P 2.693 -2.903 2.711  O91 1.629, O93 1.500, O94 1.647, O97 1.609
93 O 1.953 -1.665 3.122  P92 1.500
94 O 4.234 -3.188 3.216  P92 1.647, C95 1.460
95 C 4.934 -4.439 2.937  O94 1.460, C96 1.600, H105 1.090, H106 1.090
96 C 4.697 -5.481 4.128  C95 1.600, H107 1.090, H108 1.090, H109 1.090
97 O 1.842 -4.222 3.064  P92 1.609, C98 1.456
98 C 0.405 -4.204 2.831  O97 1.456, C99 1.615, H110 1.090, H111 1.090
99 C -0.060 -5.032 1.525  C98 1.615, H112 1.090, H113 1.090, H114 1.090
100 H 0.653 -1.311 0.274  C89 1.090
101 H 1.440 -0.844 -1.206  C89 1.090
102 H 0.801 -2.473 -0.769  C89 1.090
103 H 3.483 -2.043 -0.605  C90 1.090
104 H 3.194 -0.994 0.670  C90 1.090
105 H 4.609 -4.780 1.955  C95 1.090
106 H 5.997 -4.205 3.007  C95 1.090
107 H 4.175 -6.410 3.898  C96 1.090
108 H 5.672 -5.694 4.565  C96 1.090
109 H 3.964 -5.144 4.862  C96 1.090
110 H -0.023 -4.588 3.756  C98 1.090
111 H 0.136 -3.151 2.740  C98 1.090
112 H 0.350 -6.041 1.572  C99 1.090
113 H -1.130 -5.179 1.373  C99 1.090
114 H 0.172 -4.462 0.625  C99 1.090

Multiplicity = 2
Total charge = -1

---

The records above give, respectively, calculated total energy values of -19127.769; -105100.083 eV.